Record 1
Density functional theory data (ωB97M-V/def2-TZVPD) for 2 unconnected molecules or ions with the total composition C11H18O at a distorted geometry.

The HOMO energy comes out at -8.53 eV. Its structure (SMILES) is Cc1ccc(O)cc1.CC(C)C. The orbital gap comes out at 0.34539 Ha. The value obtained for the largest force on an atom is 3.73 eV/A.

Positions of all 30 atoms, in Å:
1 C -1.241 -2.485 -0.510
2 C -1.944 0.960 -1.849
3 C -2.007 -0.287 -1.264
4 C -0.685 1.306 -2.379
5 C -0.961 -1.242 -1.303
6 C 0.325 0.345 -2.586
7 C 0.125 -0.945 -2.066
8 O -0.441 2.433 -3.117
9 H -2.690 1.741 -1.663
10 H -2.922 -0.486 -0.678
11 H -0.475 3.269 -2.623
12 H 1.019 0.649 -3.356
13 H -1.152 -2.291 0.560
14 H -0.591 -3.321 -0.670
15 H 1.022 -1.640 -2.274
16 H -2.288 -2.812 -0.377
17 C 0.766 0.132 2.039
18 C 1.950 -0.679 1.550
19 C 1.109 1.056 3.178
20 C 0.188 0.904 0.778
21 H 0.061 -0.678 2.316
22 H 1.756 -1.766 1.595
23 H 2.917 -0.662 2.055
24 H 2.045 1.528 2.905
25 H 0.312 1.772 3.355
26 H 1.170 0.707 4.174
27 H 0.182 0.106 0.100
28 H -0.810 1.243 1.031
29 H 0.852 1.765 0.554
30 H 2.408 -0.623 0.521

Record 2
Density functional theory data (ωB97M-V/def2-TZVPD) for a single C11H18O6S molecule.

The HOMO energy comes out at -10.24 eV. Its structure (SMILES) is CCOC(=O)C(C(=O)OCC)[C@@H]1CCS(=O)(=O)C1. The orbital gap comes out at 0.39928 Ha. The value obtained for the largest force on an atom is 0.82 eV/A.

Positions of all 36 atoms, in Å:
1 C 1.907 3.481 0.863
2 C 2.594 2.160 0.555
3 H 3.152 1.792 1.417
4 H 3.261 2.268 -0.306
5 O 1.638 1.131 0.268
6 C 1.150 1.081 -0.968
7 O 1.468 1.813 -1.863
8 C 0.098 -0.019 -1.101
9 C 0.428 -1.162 -0.151
10 O -0.231 -1.510 0.792
11 O 1.572 -1.729 -0.523
12 C 2.051 -2.823 0.266
13 C 1.399 -4.134 -0.149
14 H 1.834 -4.951 0.419
15 H 1.558 -4.314 -1.209
16 H 0.330 -4.099 0.049
17 H 1.847 -2.613 1.321
18 H 3.128 -2.846 0.091
19 H 0.172 -0.396 -2.126
20 C -1.305 0.595 -0.896
21 C -2.397 -0.410 -1.230
22 H -2.721 -0.371 -2.264
23 H -2.139 -1.425 -0.946
24 S -3.753 0.068 -0.113
25 O -4.353 1.289 -0.573
26 O -4.629 -1.040 0.149
27 C -2.618 0.411 1.254
28 C -1.513 1.159 0.538
29 H -1.797 2.210 0.459
30 H -0.585 1.094 1.105
31 H -2.290 -0.550 1.635
32 H -3.106 0.994 2.027
33 H -1.379 1.429 -1.600
34 H 1.360 3.829 -0.010
35 H 2.653 4.224 1.127
36 H 1.214 3.364 1.692

no.,total energy (hartree)
1,-505.1050
2,-1279.5981